1.
Formula: C5H14N3
Source: OMol25
Level of theory: the ωB97M-V functional and the def2-TZVPD basis

The total charge is +1. For the frontier orbital gap, the calculation gives 7.17 eV. The energy relative to the best compared isomer or geometry (same formula, charge and spin) is 91.4 kcal/mol.

Positions of all 22 atoms, in Å:
C 2.119103 0.208732 0.329523
C 2.904472 -1.046115 0.014524
C 0.972519 0.199895 1.052081
C -2.518060 0.539811 0.172314
C -1.348041 -0.330136 -0.373101
N 2.481127 1.380702 -0.346132
N -1.368060 -1.544139 0.177337
N -3.077053 1.052476 -1.061968
H 3.360597 -1.224339 -0.936271
H 2.211206 -1.800955 0.339724
H 3.826972 -1.074239 0.834365
H 0.787471 -0.540204 1.714689
H 0.625821 1.300771 1.302479
H -3.006633 -0.079667 0.857410
H -2.056691 1.396667 0.649287
H -0.921786 -0.130805 -1.291888
H 1.720801 1.999681 -0.705915
H -1.876255 -1.927706 1.012105
H -0.825312 -2.203752 -0.231109
H -3.704708 0.511297 -1.644885
H 3.292660 1.401573 -0.915410
H -3.600150 1.910449 -0.949156

Force components x, y, z for each atom (eV/Å):
C -0.031 0.976 -2.553
C 1.989 0.682 4.277
C 0.533 5.094 -1.151
C 3.077 0.978 -2.921
C -3.464 -2.385 5.014
N -1.605 0.074 0.188
N -1.312 2.376 0.072
N -1.165 0.644 -0.189
H -0.195 0.323 -0.691
H 0.215 -0.943 -0.193
H -2.206 -0.082 -2.067
H -0.862 -2.314 1.807
H 0.363 -2.484 -0.255
H -1.501 -0.583 0.987
H -0.110 0.125 0.480
H 1.348 0.280 -1.567
H 1.139 -0.785 0.893
H 0.368 1.420 -1.129
H 2.241 -2.552 -1.400
H 0.288 -0.836 0.468
H 0.537 -0.277 -0.413
H 0.353 0.269 0.342



2.
Formula: C3H10N3O
Source: OMol25
Level of theory: the ωB97M-V functional and the def2-TZVPD basis

The total charge is +1. For the frontier orbital gap, the calculation gives 10.08 eV. The energy relative to the best compared isomer or geometry (same formula, charge and spin) is 62.9 kcal/mol.

Positions of all 17 atoms, in Å:
O -1.584634 -2.326862 -1.420575
C -1.295422 -1.308271 -0.860025
C 0.162710 -0.976999 -0.656394
N 0.929675 -2.094758 -1.290316
H -2.023880 -0.617081 -0.435622
H 0.455540 -0.006853 -1.044208
H 0.360508 -0.985377 0.416207
H 1.815685 -2.278879 -0.818871
H 0.295965 -2.911507 -1.301804
H 1.188347 -1.920144 -2.262968
N 1.019709 1.917199 1.624160
C -0.321870 2.248806 1.281322
N -1.051705 1.484122 0.597922
H 1.058543 1.934624 2.643399
H 1.612477 2.692331 1.349329
H -0.657513 3.216417 1.675630
H -1.964136 1.933232 0.502813

Force components x, y, z for each atom (eV/Å):
O -0.261 -0.480 -0.197
C 0.009 0.216 0.056
C 0.116 -0.021 0.347
N 0.529 0.092 -0.216
H -0.055 0.127 -0.031
H -0.010 0.001 -0.036
H 0.111 0.165 -0.030
H -0.198 -0.172 0.230
H 0.070 -0.059 -0.011
H -0.288 0.166 -0.065
N -0.162 -0.335 0.054
C 0.160 0.508 0.280
N -0.104 0.088 0.012
H 0.177 -0.159 -0.042
H 0.166 0.090 -0.084
H -0.262 -0.085 -0.169
H 0.003 -0.142 -0.098



3.
Formula: C17H19BrN4O2S
Source: OMol25
Level of theory: the ωB97M-V functional and the def2-TZVPD basis

For the frontier orbital gap, the calculation gives 8.75 eV.

Positions of all 44 atoms, in Å:
O -0.423281 -1.143936 -0.277989
C 0.174214 -0.093042 -0.347607
N 1.286937 0.101267 -1.075460
H 1.706677 1.015776 -1.110256
C 1.885319 -0.930858 -1.900404
C 1.863553 -0.531313 -3.379030
C 2.830268 0.612680 -3.676145
C 4.244565 0.250194 -3.233689
C 4.270585 -0.086761 -1.746021
C 3.314082 -1.236854 -1.439936
H 3.655505 -2.134416 -1.958327
H 3.309359 -1.449107 -0.369094
H 3.993820 0.796230 -1.164837
H 5.281951 -0.368879 -1.447234
H 4.589573 -0.614771 -3.804213
H 4.923858 1.079713 -3.439936
H 2.506740 1.521143 -3.162386
H 2.819782 0.824899 -4.746802
H 2.145770 -1.402498 -3.972752
H 0.847397 -0.247915 -3.658902
H 1.256731 -1.815216 -1.751337
C -0.268323 1.161343 0.426571
N -1.574546 0.960790 1.011915
C -2.653458 1.311755 0.267231
O -2.560484 1.819086 -0.835390
C -3.969415 1.126051 0.927456
C -5.161898 0.929694 0.265675
S -6.404141 0.840744 1.422963
N -5.317507 1.082463 2.658287
N -4.136977 1.206892 2.264113
H -5.327783 0.837304 -0.786865
C -1.661758 0.157052 2.172283
C -1.075506 0.588467 3.355829
C -1.150374 -0.192490 4.493331
C -1.813055 -1.406001 4.435994
C -2.392381 -1.855818 3.261655
C -2.310411 -1.072758 2.127470
H -2.728554 -1.419478 1.195491
H -2.893772 -2.810876 3.232598
Br -1.919915 -2.480821 5.999922
H -0.705008 0.141443 5.417815
H -0.577766 1.545485 3.395460
H -0.339728 2.008801 -0.260761
H 0.459356 1.374536 1.213318

Force components x, y, z for each atom (eV/Å):
O -0.237 -0.224 -0.030
C -0.054 0.516 0.223
N 0.462 0.155 -0.268
H -0.164 0.045 0.111
C -0.002 -0.455 -0.098
C -0.084 0.154 0.141
C 0.108 -0.301 -0.161
C -0.068 0.295 0.159
C 0.083 -0.294 -0.190
C -0.102 0.155 0.100
H 0.040 -0.077 -0.015
H -0.026 -0.090 -0.012
H 0.044 0.086 0.075
H -0.003 0.088 0.092
H 0.063 -0.042 -0.063
H 0.057 -0.048 -0.061
H -0.025 0.122 -0.017
H -0.057 0.114 0.022
H 0.001 -0.057 -0.059
H -0.032 -0.089 -0.020
H 0.121 0.168 -0.033
C -0.150 -0.109 -0.191
N 0.328 0.196 -0.103
C 0.106 0.232 0.104
O -0.124 -0.138 -0.157
C -1.310 -0.110 -1.036
C 0.026 -0.006 0.389
S 0.710 0.014 -0.788
N -1.051 -0.014 1.244
N 0.924 0.374 0.424
H 0.061 0.010 -0.305
C 0.127 -0.525 0.556
C -0.099 -0.095 -0.278
C -0.003 -0.134 0.085
C -0.006 -0.061 0.146
C -0.040 0.018 0.113
C 0.277 0.111 0.005
H 0.006 -0.030 -0.090
H -0.025 -0.060 0.006
Br 0.007 0.062 -0.098
H 0.017 0.013 0.058
H 0.024 0.125 -0.019
H 0.126 -0.094 0.114
H -0.059 0.001 -0.073



4.
Formula: C3H6O2P
Source: OMol25
Level of theory: the ωB97M-V functional and the def2-TZVPD basis

The total charge is -1. For the frontier orbital gap, the calculation gives 5.56 eV. The energy relative to the best compared isomer or geometry (same formula, charge and spin) is 145.9 kcal/mol.

Positions of all 12 atoms, in Å:
C 0.411105 0.409201 0.528268
C -0.820347 -0.593010 0.484775
C 0.976154 0.691978 -0.943571
O -1.277523 0.511045 -1.694784
O -1.318515 -1.621317 1.329047
P -0.231209 -0.643091 -1.523109
H 0.016313 1.300024 1.060903
H 1.418385 0.057209 0.933439
H -0.278770 -1.952524 2.199992
H -1.665555 -0.044166 0.190692
H 0.632903 1.378716 -1.624329
H 2.137058 0.505936 -0.941322

Force components x, y, z for each atom (eV/Å):
C 0.750 0.992 1.126
C 2.331 -0.937 -2.865
C 2.357 -3.958 2.551
O -0.645 -0.729 -1.575
O 5.670 -0.779 3.828
P -1.598 0.447 0.627
H 0.936 -0.024 0.082
H -1.833 -0.049 0.551
H -4.203 1.326 -3.430
H -1.212 0.939 0.050
H -0.525 2.267 -0.777
H -2.027 0.506 -0.166



5.
Formula: C22H60N2O8
Source: OMol25
Level of theory: the ωB97M-V functional and the def2-TZVPD basis

For the frontier orbital gap, the calculation gives 9.75 eV. The energy relative to the best compared isomer or geometry (same formula, charge and spin) is 47.5 kcal/mol.

Positions of all 92 atoms, in Å:
C 14.323352 13.392643 7.063592
C 13.052677 12.531708 7.218087
C 12.790045 11.619211 6.052595
O 13.154162 11.774846 8.489861
H 14.471988 14.074597 7.896121
H 14.195756 14.117579 6.161202
H 15.222646 12.787032 6.981462
H 12.162106 13.121968 7.370104
H 12.813990 12.232386 5.172351
H 11.801654 11.157712 6.056985
H 13.430450 10.758168 5.795587
H 14.079508 11.350579 8.436545
C 7.833060 15.486210 15.876214
C 8.712791 14.408032 15.207786
C 7.966244 13.080679 15.058776
O 8.981540 14.883666 13.916837
H 7.486305 15.180971 16.893162
H 6.941149 15.724355 15.292767
H 8.461987 16.351456 15.974329
H 9.629317 14.257622 15.810813
H 6.994023 13.264147 14.520963
H 7.610126 12.658093 15.978655
H 8.468261 12.253772 14.531132
H 9.672372 14.274129 13.591690
C 12.000863 10.969603 14.351601
C 11.654868 12.437576 14.690203
C 13.031611 13.089141 15.181079
O 11.087968 13.036367 13.518835
H 11.152534 10.339296 14.181153
H 12.638043 10.435978 15.081952
H 12.696293 10.949595 13.426548
H 10.944910 12.582378 15.498711
H 13.176874 12.688135 16.164190
H 13.127936 14.137248 15.091867
H 13.904277 12.727720 14.635603
H 11.725627 13.018234 12.811414
C 10.475906 8.216152 17.998341
C 11.597502 7.278362 17.513946
C 11.083572 5.854981 17.554725
O 12.023132 7.641940 16.173812
H 9.989710 7.933918 19.015254
H 9.699529 8.156183 17.252701
H 10.797081 9.210179 18.176843
H 12.433216 7.288611 18.231670
H 10.699724 5.673535 18.547176
H 11.820719 5.075343 17.256615
H 10.196677 5.831741 16.924946
H 11.939823 6.846599 15.664301
C 12.479017 15.823785 11.485412
C 13.276126 14.794331 10.697142
C 14.858318 15.002788 10.909941
O 12.862393 13.490696 11.161021
H 12.835471 16.832307 11.168240
H 12.633029 15.662694 12.584029
H 11.415482 15.921453 11.354680
H 13.150058 14.888487 9.593634
H 15.363781 14.056944 10.761437
H 15.163670 15.508740 11.836043
H 15.163985 15.712542 10.149764
H 13.271528 12.902336 10.464918
C 9.755566 11.310138 10.339070
C 8.278596 11.807406 10.308312
C 8.258685 13.233377 10.888667
O 7.961579 11.800725 8.922478
H 10.433737 11.825533 9.683010
H 9.782809 10.239783 10.175505
H 10.156227 11.511768 11.328750
H 7.678227 11.018195 10.767537
H 7.309580 13.610737 10.752822
H 8.991677 13.770488 10.286195
H 8.710357 13.211953 11.872645
H 7.067044 11.474946 8.748607
C 18.666246 12.357173 13.180595
C 17.170004 12.470335 13.544431
C 16.313605 11.364663 12.870166
O 17.050177 12.390203 14.938084
H 19.147831 11.435434 13.539241
H 19.056673 13.194317 13.685044
H 18.863677 12.510791 12.064267
H 16.900412 13.462734 13.162057
H 16.326722 11.570982 11.810451
H 15.309328 11.528483 13.167844
H 16.640243 10.341543 13.162984
H 17.663669 13.001032 15.341540
C 14.679381 8.869587 8.319660
O 15.117008 9.985184 8.060131
N 13.417033 8.777846 8.674346
N 15.394026 7.789732 8.195706
H 13.017455 9.708103 8.667694
H 12.893200 7.910008 8.742915
H 16.276388 7.901733 7.708422
H 14.998043 6.898885 8.380965

Force components x, y, z for each atom (eV/Å):
C -1.047 1.380 -1.445
C 0.999 -0.954 1.607
C -0.345 -0.901 -0.975
O 1.555 0.145 -0.805
H -0.167 -0.120 0.359
H 0.414 -1.476 1.227
H -0.019 -0.122 -0.311
H -0.137 0.513 -0.066
H -0.087 0.426 -0.683
H -0.226 0.291 0.408
H 0.505 0.576 0.821
H -1.471 0.298 0.062
C 0.108 -1.063 0.779
C -1.368 -0.356 0.362
C -1.471 -0.209 -0.594
O 0.958 -0.011 -0.300
H 0.362 0.127 -0.681
H 0.223 -0.095 -0.181
H 0.041 0.654 0.084
H -0.199 0.212 -0.248
H 0.990 0.030 0.106
H 0.157 -0.125 0.949
H 0.266 0.609 0.013
H -0.037 0.361 -0.221
C 1.739 0.000 -0.575
C 2.485 -0.081 -0.615
C -0.926 -1.666 -1.113
O -0.571 0.153 1.137
H -0.629 -0.216 -0.287
H -0.481 0.525 0.167
H -1.340 0.249 1.098
H -0.245 -0.307 -0.122
H 0.120 0.325 0.855
H -0.510 1.313 0.401
H -0.209 -0.367 -0.417
H 0.658 0.052 -0.742
C -0.497 -1.369 1.408
C 0.026 -0.175 0.639
C -0.159 -0.101 -0.474
O -0.206 0.428 1.482
H 1.004 -0.073 -1.658
H -0.409 0.364 -0.243
H 0.413 1.076 -0.355
H 0.159 0.520 -0.490
H 0.180 -0.361 0.410
H -0.478 0.594 0.201
H -0.065 -0.393 -0.385
H 0.035 -0.486 -0.551
C 1.000 1.087 0.403
C 0.966 0.161 0.814
C -1.680 0.568 -0.217
O 1.134 -0.240 -1.733
H 0.096 -0.539 0.588
H 0.117 0.269 -0.915
H -0.546 -0.762 -0.454
H -0.408 -0.189 0.687
H 0.222 -0.123 0.058
H -0.408 -0.617 0.166
H 0.259 -0.020 -0.430
H -0.970 0.168 1.030
C -0.882 -0.068 1.242
C 2.247 -0.344 -0.571
C 2.110 -2.183 -0.717
O -0.770 0.147 -0.890
H -0.092 0.282 -0.712
H 0.176 -0.216 -0.239
H 0.074 -0.200 0.352
H -0.214 0.518 0.607
H -1.980 1.323 0.350
H -0.221 0.271 -0.221
H -0.702 0.192 0.460
H 0.312 0.240 0.303
C -0.674 -0.550 -1.658
C 1.005 -1.188 -1.421
C 1.098 0.806 0.918
O -0.759 -0.344 0.405
H -0.291 0.241 -0.153
H 1.263 1.033 0.566
H -0.332 -0.333 1.470
H -0.574 -0.070 0.111
H 0.261 -0.441 -0.461
H -1.135 -0.149 0.435
H -0.125 0.763 -0.401
H 0.210 0.236 0.148
C -0.495 1.870 -0.596
O 1.441 1.063 -0.194
N -2.002 -0.516 0.842
N 2.200 -1.827 -0.508
H -0.956 -0.275 0.185
H 0.164 0.694 0.010
H -0.320 -0.341 0.359
H 0.081 -0.590 -0.060



Among the records above, which one has the lowest frontier orbital gap?
C3H6O2P